A cluster of 2 separate species, C4H10O3 in total in a non-equilibrium geometry. Source: the Open Molecules 2025 dataset; level of theory: ωB97M-V/def2-TZVPD.

The geometry in XYZ format:
```
17
Properties=species:S:1:pos:R:3:lowdin_charge:R:1
H -2.598 0.931 -2.418 0.090
O -1.458 0.413 -0.841 -0.169
H -1.017 0.296 1.411 0.160
C -1.538 0.893 -2.158 -0.113
C -0.177 0.022 -0.466 -0.122
H -0.136 -2.046 0.534 0.107
H 2.066 -0.693 -0.749 0.056
H 1.663 -1.235 1.952 0.115
H 0.600 0.681 -0.885 0.073
H -1.110 1.904 -2.235 0.091
H -1.017 0.234 -2.868 0.091
O -0.099 -1.600 1.399 -0.035
C -0.125 -0.214 1.027 -0.407
C 1.028 0.433 1.600 -0.165
H 1.156 1.500 1.733 0.127
H 2.646 -0.269 -0.548 0.082
O 2.031 -0.318 1.999 0.018
```

Highest occupied orbital energy (spin up / spin down), eV: -6.73 / -7.80
Relative energy (zero: lowest compared OMol25 entry of this formula, charge and spin), kJ/mol: 550.1
Kohn-Sham gap (spin up / spin down), eV: 6.642 / 8.746